Entry 1:
Below is 8 unconnected molecules or ions with the total composition C30H83N7O9 at a distorted geometry, with properties calculated with ωB97M-V/def2-TZVPD.

Element x y z (Å)
C (-20.545, -26.378, 22.880)
C (-22.009, -26.236, 23.338)
C (-22.314, -24.712, 23.530)
O (-21.720, -24.197, 24.706)
C (-21.725, -22.770, 24.631)
N (-23.009, -27.032, 22.625)
H (-20.392, -26.354, 21.801)
H (-20.414, -27.441, 23.085)
H (-19.769, -25.824, 23.408)
H (-21.980, -26.667, 24.339)
H (-23.392, -24.616, 23.659)
H (-21.911, -24.225, 22.642)
H (-22.733, -22.463, 24.908)
H (-21.653, -22.435, 23.596)
H (-20.934, -22.305, 25.219)
H (-22.533, -27.857, 22.288)
H (-23.269, -26.492, 21.812)
C (-15.177, -24.488, 26.388)
C (-14.624, -24.665, 27.825)
C (-14.271, -26.062, 28.303)
O (-15.506, -26.886, 28.212)
C (-16.337, -26.770, 29.501)
N (-13.535, -23.737, 28.005)
H (-16.074, -25.017, 26.064)
H (-14.303, -24.917, 25.898)
H (-15.331, -23.460, 26.062)
H (-15.413, -24.416, 28.536)
H (-13.839, -26.047, 29.304)
H (-13.484, -26.571, 27.747)
H (-17.211, -27.422, 29.499)
H (-16.657, -25.792, 29.859)
H (-15.670, -27.213, 30.241)
H (-12.828, -24.107, 27.385)
H (-13.086, -23.893, 28.896)
C (-13.282, -27.426, 17.070)
C (-14.726, -26.902, 17.262)
C (-15.182, -27.241, 18.650)
O (-15.334, -28.678, 18.620)
C (-15.739, -29.182, 19.826)
N (-14.785, -25.494, 17.132)
H (-12.666, -27.297, 17.960)
H (-12.820, -26.888, 16.242)
H (-13.286, -28.492, 16.845)
H (-15.459, -27.484, 16.704)
H (-16.086, -26.662, 18.839)
H (-14.531, -26.949, 19.474)
H (-14.870, -29.344, 20.463)
H (-16.147, -30.176, 19.643)
H (-16.338, -28.473, 20.398)
H (-13.826, -25.180, 17.180)
H (-15.125, -25.069, 16.281)
C (-17.799, -29.972, 26.992)
C (-17.171, -29.310, 25.729)
C (-17.658, -29.527, 24.309)
O (-17.843, -30.928, 24.022)
C (-17.720, -31.192, 22.638)
N (-17.054, -27.962, 26.098)
H (-18.888, -29.942, 26.946)
H (-17.505, -29.539, 27.948)
H (-17.441, -30.994, 27.122)
H (-16.122, -29.605, 25.688)
H (-16.867, -29.066, 23.717)
H (-18.532, -28.896, 24.148)
H (-16.786, -30.672, 22.425)
H (-18.559, -30.653, 22.197)
H (-17.741, -32.258, 22.410)
H (-16.557, -27.383, 25.437)
H (-16.557, -27.805, 26.964)
C (-13.075, -29.209, 24.892)
C (-12.467, -28.264, 23.908)
C (-13.015, -28.585, 22.482)
O (-12.494, -27.734, 21.452)
C (-11.331, -28.083, 20.766)
N (-12.854, -26.912, 24.331)
H (-14.151, -29.326, 24.764)
H (-12.990, -28.806, 25.901)
H (-12.574, -30.177, 24.865)
H (-11.385, -28.399, 23.880)
H (-14.081, -28.354, 22.461)
H (-12.980, -29.634, 22.189)
H (-11.342, -28.987, 20.157)
H (-10.493, -28.290, 21.432)
H (-11.206, -27.226, 20.104)
H (-12.744, -26.680, 25.308)
H (-12.382, -26.231, 23.754)
C (-20.786, -26.023, 18.106)
C (-20.150, -24.699, 17.612)
C (-18.906, -24.935, 16.608)
O (-19.148, -25.864, 15.576)
C (-18.032, -26.241, 14.818)
N (-21.172, -23.955, 16.876)
H (-21.529, -25.712, 18.840)
H (-20.012, -26.656, 18.539)
H (-21.227, -26.559, 17.266)
H (-19.969, -24.121, 18.518)
H (-18.129, -25.231, 17.313)
H (-18.451, -24.039, 16.187)
H (-17.425, -25.450, 14.377)
H (-18.327, -27.031, 14.128)
H (-17.265, -26.791, 15.362)
H (-21.131, -24.502, 16.028)
H (-22.141, -24.083, 17.132)
C (-19.429, -20.104, 17.087)
C (-19.032, -21.162, 18.128)
C (-18.139, -20.716, 19.334)
O (-17.829, -21.775, 20.217)
C (-17.371, -21.372, 21.451)
N (-20.317, -21.538, 18.673)
H (-19.848, -19.169, 17.461)
H (-20.050, -20.526, 16.297)
H (-18.655, -19.965, 16.333)
H (-18.522, -22.013, 17.679)
H (-18.782, -20.008, 19.857)
H (-17.217, -20.248, 18.988)
H (-18.256, -21.116, 22.034)
H (-16.707, -20.507, 21.448)
H (-16.975, -22.256, 21.951)
H (-20.145, -22.158, 19.451)
H (-20.651, -22.128, 17.923)
C (-16.879, -25.591, 21.587)
C (-15.626, -25.746, 22.436)
O (-15.772, -26.759, 23.387)
O (-16.646, -24.517, 20.728)
H (-17.719, -25.231, 22.181)
H (-17.315, -26.488, 21.149)
H (-15.434, -24.799, 22.941)
H (-14.844, -26.083, 21.755)
H (-14.991, -26.807, 23.943)
H (-16.955, -24.674, 19.833)

Its total charge is +1. Its LUMO energy (spin up / spin down) is -2.1 / -7.2 eV. Its multiplicity is 2. The calculation puts the frontier orbital gap (spin up / spin down) at 8.38 / 3.23 eV. As for the expectation value of S²: 0.75. As for the HOMO energy (spin up / spin down): -10.4 / -10.4 eV.

These are the Mulliken partial charges, in e, on atoms 1 to 5:
1 C -0.961
2 C 0.116
3 C -0.652
4 O -0.311
5 C -0.674

Entry 2:
Below is 2 unconnected molecules or ions with the total composition C6H11N at a distorted geometry, with properties calculated with ωB97M-V/def2-TZVPD.

Element x y z (Å)
C (-1.765, 0.368, 0.889)
C (1.821, -0.641, 0.558)
C (-0.967, -0.077, -0.145)
C (-1.029, -1.622, -0.366)
C (0.348, 2.083, -0.481)
C (0.060, 0.647, -0.828)
N (2.024, -1.765, 0.144)
H (-2.040, 1.389, 1.166)
H (-2.549, -0.315, 1.280)
H (2.133, 0.244, 1.123)
H (-0.813, -2.052, 0.624)
H (-0.120, -1.799, -0.936)
H (-2.043, -1.831, -0.714)
H (0.693, 2.091, 0.539)
H (-0.385, 2.833, -0.690)
H (1.314, 2.518, -0.946)
H (0.511, 0.238, -1.714)
H (2.806, -2.310, 0.498)

Its LUMO energy (spin up / spin down) is 0.8 / 0.1 eV. The calculation puts the frontier orbital gap (spin up / spin down) at 8.05 / 7.25 eV. As for the relative energy (zero: lowest compared OMol25 entry of this formula, charge and spin): 5.212 eV. As for the HOMO energy (spin up / spin down): -7.3 / -7.1 eV.

These are the Mulliken partial charges, in e, on atoms 1 to 5:
1 C -1.083
2 C -0.007
3 C 1.038
4 C -1.379
5 C -1.121

Entry 3:
Below is 9 unconnected molecules or ions with the total composition C32H45F9NO34P3S at a distorted geometry, with properties calculated with ωB97M-V/def2-TZVPD.

Element x y z (Å)
C (3.959, -1.695, 1.492)
C (2.909, -0.716, 0.793)
C (3.060, 0.693, 1.491)
C (1.770, 1.215, 2.219)
C (1.073, 0.168, 3.151)
O (-0.152, 0.627, 3.688)
C (-1.275, 0.075, 3.012)
C (-1.314, 0.425, 1.466)
P (-2.980, 0.286, 0.641)
O (-3.792, -0.937, 0.999)
O (-2.641, 0.205, -1.005)
O (-3.830, 1.728, 0.823)
P (-2.796, 0.944, 3.796)
P (-2.738, 0.443, 5.944)
O (-1.457, -0.360, 6.185)
O (-2.684, 1.802, 6.902)
O (-4.014, -0.552, 6.392)
C (-1.481, -1.485, 3.236)
N (-1.204, -2.299, 2.025)
O (-2.769, -1.845, 3.691)
S (2.207, -0.067, 4.636)
O (3.380, 0.831, 4.607)
O (2.583, -1.479, 4.826)
F (1.336, 0.383, 5.962)
H (3.963, -1.583, 2.604)
H (4.964, -1.325, 1.146)
H (3.865, -2.750, 1.146)
H (3.240, -0.669, -0.280)
H (1.872, -1.132, 0.794)
H (3.276, 1.436, 0.663)
H (3.980, 0.713, 2.132)
H (2.082, 2.108, 2.826)
H (1.096, 1.628, 1.426)
H (1.029, -0.836, 2.669)
H (-1.018, 1.510, 1.383)
H (-0.566, -0.140, 0.855)
H (-3.320, -0.389, -1.389)
H (-4.666, 1.552, 1.276)
H (-4.002, 0.370, 3.311)
H (-1.883, 1.659, 7.438)
H (-3.698, -1.468, 6.416)
H (-0.759, -1.811, 4.040)
H (-0.269, -2.125, 1.665)
H (-1.327, -3.275, 2.306)
H (-3.197, -2.416, 3.035)
C (3.927, 5.394, -1.821)
C (5.026, 4.509, -1.313)
O (4.317, 3.471, -0.659)
C (3.125, 3.373, -1.305)
O (2.386, 2.442, -1.209)
O (2.883, 4.457, -2.078)
F (5.797, 5.153, -0.404)
H (3.591, 6.116, -1.073)
H (4.207, 5.930, -2.726)
H (5.660, 4.083, -2.095)
C (1.119, 0.238, -5.070)
C (2.303, -0.037, -4.192)
O (3.213, 0.983, -4.564)
C (2.449, 2.033, -4.971)
O (2.854, 3.144, -5.099)
O (1.168, 1.658, -5.205)
F (2.859, -1.242, -4.475)
H (1.212, -0.224, -6.055)
H (0.180, -0.082, -4.619)
H (2.096, 0.029, -3.121)
C (-6.037, 1.616, -3.863)
C (-5.901, 0.946, -5.195)
O (-4.966, -0.090, -4.934)
C (-5.132, -0.417, -3.627)
O (-4.713, -1.413, -3.126)
O (-5.841, 0.530, -2.959)
F (-5.369, 1.789, -6.118)
H (-5.267, 2.373, -3.693)
H (-7.016, 2.073, -3.724)
H (-6.825, 0.517, -5.577)
C (-1.949, -7.343, 1.210)
C (-2.572, -5.988, 1.050)
O (-1.975, -5.502, -0.136)
C (-1.685, -6.603, -0.886)
O (-1.424, -6.573, -2.042)
O (-1.741, -7.740, -0.143)
F (-2.234, -5.164, 2.079)
H (-0.988, -7.302, 1.729)
H (-2.599, -8.045, 1.731)
H (-3.658, -6.004, 0.934)
C (1.188, -3.557, 7.168)
C (-0.283, -3.789, 6.995)
O (-0.433, -5.149, 7.358)
C (0.557, -5.406, 8.260)
O (0.581, -6.355, 8.973)
O (1.508, -4.437, 8.245)
F (-0.658, -3.640, 5.697)
H (1.762, -3.840, 6.283)
H (1.421, -2.524, 7.421)
H (-0.916, -3.167, 7.633)
C (5.966, 2.270, 7.368)
C (6.062, 1.593, 6.033)
O (7.011, 0.566, 6.267)
C (6.892, 0.242, 7.584)
O (7.332, -0.746, 8.072)
O (6.199, 1.190, 8.270)
F (6.556, 2.437, 5.088)
H (6.736, 3.033, 7.507)
H (4.989, 2.721, 7.538)
H (5.126, 1.156, 5.681)
C (-8.284, 3.822, -7.939)
C (-9.742, 3.528, -8.128)
O (-9.835, 2.160, -7.769)
C (-8.848, 1.944, -6.862)
O (-8.790, 0.992, -6.149)
O (-7.940, 2.952, -6.863)
F (-10.109, 3.665, -9.424)
H (-7.688, 3.566, -8.818)
H (-8.097, 4.863, -7.679)
H (-10.408, 4.119, -7.494)
C (5.113, 1.852, -8.180)
C (4.283, 0.648, -8.512)
O (4.022, 0.814, -9.892)
C (5.083, 1.509, -10.393)
O (5.337, 1.600, -11.547)
O (5.817, 2.078, -9.399)
F (3.104, 0.663, -7.839)
H (4.504, 2.727, -7.943)
H (5.803, 1.671, -7.356)
H (4.788, -0.307, -8.347)

Its LUMO energy is 0.0 eV. As for the SMILES: CCCC[C@H](O[C@](CP(=O)(O)O)(PP(=O)(O)O)[C@H](N)O)S(=O)(=O)F.O=C1OC[C@@H](F)O1.O=C1OC[C@@H](F)O1.O=C1OC[C@@H](F)O1.O=C1OC[C@@H](F)O1.O=C1OC[C@@H](F)O1.O=C1OC[C@@H](F)O1.O=C1OC[C@@H](F)O1.O=C1OC[C@@H](F)O1. The calculation puts the frontier orbital gap at 9.23 eV. As for the HOMO energy: -9.2 eV.

These are the Mulliken partial charges, in e, on atoms 1 to 5:
1 C -1.193
2 C -0.057
3 C 0.171
4 C -0.414
5 C -0.091